a) {"formula": "C2H6N2P", "method": "ωB97M-V/def2-TZVPD", "elements": ["P", "N", "N", "C", "C", "H", "H", "H", "H", "H", "H"], "positions_angstrom": [[0.739, 0.572, 0.998], [0.089, 1.903, 0.332], [-1.440, -0.978, 0.472], [1.595, -0.145, -0.341], [2.111, -0.960, -1.060], [-1.465, -0.786, -0.509], [-2.131, -0.409, 0.894], [0.183, 1.986, -0.624], [2.608, -1.773, -1.638], [-0.613, 2.516, 0.801], [-1.677, -1.924, 0.675]], "lowdin_charge": [1.03, -0.16, 0.05, -0.37, 0.12, 0.04, 0.03, 0.03, 0.09, 0.11, 0.05], "e_lumo_ev": -5.7, "homo_lumo_gap_ev": 9.200, "charge": 1}

=====

b) {"formula": "C2H6N2P", "method": "ωB97M-V/def2-TZVPD", "elements": ["P", "N", "N", "C", "C", "H", "H", "H", "H", "H", "H"], "positions_angstrom": [[1.856, -1.098, 0.640], [-0.770, -0.231, -0.416], [0.313, 1.634, 0.164], [0.061, -1.271, 0.160], [-0.623, 1.072, -0.427], [-1.379, 1.453, -1.196], [-0.306, -1.487, 1.201], [1.981, 0.237, 1.224], [-1.546, -0.731, -0.771], [-0.142, -2.237, -0.470], [0.554, 2.657, -0.108]], "lowdin_charge": [1.16, -0.04, 0.09, -0.45, -0.35, 0.17, 0.12, -0.08, 0.13, 0.14, 0.13], "e_lumo_ev": [-7.9, -7.9], "homo_lumo_gap_ev": [6.259, 6.263], "charge": 1}

=====

Q: Which of them is the least stable? A: b).